{"formula": "C33H41F9O30", "method": "ωB97M-V/def2-TZVPD", "e_homo_ha": -0.367, "fmax_ev_per_a": 4.46, "e_lumo_ev": -0.08, "spin_multiplicity": 1, "homo_lumo_gap_ev": 9.90, "e_tot_ha": -4438.11230, "species": ["H", "F", "H", "H", "C", "H", "H", "H", "C", "C", "F", "O", "H", "H", "C", "C", "H", "O", "O", "H", "O", "H", "C", "O", "F", "H", "C", "H", "C", "C", "C", "H", "C", "H", "C", "O", "H", "O", "C", "C", "O", "C", "C", "H", "H", "O", "H", "H", "O", "O", "C", "C", "O", "H", "O", "F", "H", "C", "H", "O", "C", "H", "O", "O", "O", "H", "C", "H", "O", "F", "O", "H", "C", "C", "H", "C", "H", "O", "O", "C", "C", "C", "C", "C", "O", "F", "O", "F", "F", "H", "H", "O", "C", "O", "O", "H", "H", "C", "H", "H", "F", "H", "C", "O", "O", "C", "H", "H", "H", "H", "O", "H", "O"], "xyz": [[3.1384, 6.1325, -0.7926], [-5.4073, 0.6319, -4.3034], [0.6077, -2.4398, 5.1281], [0.9331, 1.6941, 4.1925], [3.2340, -2.4550, -0.1611], [1.3143, 1.3117, 1.8579], [2.5728, 5.5605, 0.7708], [-3.6314, -0.7649, 0.9561], [-4.5639, -1.1812, 0.5552], [4.8563, 0.5756, 1.0629], [-1.5776, -0.3426, -1.8792], [1.2329, -5.3162, 2.8725], [0.4150, 2.3662, -0.5985], [-0.5233, 2.8586, 5.5531], [-0.4388, -0.9245, -1.2864], [-5.8684, 2.7618, -1.9960], [-0.3380, 1.7991, 2.1320], [-0.3154, -3.7553, 3.1334], [5.2310, -0.2268, 1.8629], [-5.4876, -5.3843, -4.7311], [-6.6755, 3.3919, -1.4322], [-2.7899, -5.4892, 4.0079], [2.6640, 3.5199, -3.9266], [6.0242, 4.0444, -3.4946], [2.7465, 1.5844, -1.2488], [-3.6921, 0.6973, -2.5810], [-5.1693, -1.3267, -1.6039], [-2.6023, -5.2458, 2.2687], [2.8558, 4.9675, -4.2234], [5.3568, -2.9777, 0.2640], [-2.1042, -5.1035, 3.2708], [4.3925, -2.9648, 2.2396], [-0.7247, -2.4219, -1.1777], [-0.1545, 5.3552, 0.0316], [0.6830, 2.1047, 2.1438], [1.5776, 5.0690, -0.9595], [0.4667, -0.6977, -1.8405], [-3.7170, -5.3911, -3.7689], [0.1015, -5.0554, 3.0731], [4.9229, 2.2379, -0.5458], [-0.4941, -0.4622, 0.0237], [-0.5700, 3.5916, 4.7055], [4.8214, 4.0474, -3.6868], [4.7219, -4.6642, 1.5115], [6.2234, -2.3558, 0.6090], [4.1574, -3.9241, 4.5943], [-0.7893, 4.6243, 5.1410], [2.3683, 5.3498, -5.1127], [-1.4301, -1.2561, 1.9660], [5.7094, 1.2678, 0.2185], [1.1414, 2.5397, 3.5194], [-1.0342, -1.4312, 0.8298], [-0.9055, -5.8562, 3.2233], [-0.2659, 4.5241, -1.4611], [3.8674, 3.1778, -3.2236], [-5.0391, -2.0433, 1.5423], [-0.8373, 3.1020, 0.2468], [2.2622, 5.9882, -0.1522], [-6.5130, -0.4142, 0.8564], [-2.8373, -3.5036, -4.5866], [-4.1047, -3.6095, -5.2427], [-5.3772, 0.8813, 0.4118], [3.5581, 1.0496, 0.8845], [-1.8753, -4.4515, -2.7801], [2.5818, -2.8230, 5.6811], [-1.5402, 3.2457, 4.1783], [4.4744, -3.5947, 1.3534], [5.0866, 2.1053, -1.6148], [4.2734, 5.0800, -4.3510], [5.7184, -3.8328, -0.7513], [-5.1998, -1.6693, -2.7194], [-1.4567, -2.8572, -1.8437], [3.3447, -3.0801, 4.6474], [-4.4647, -5.0587, -4.9356], [5.1896, 3.2313, -0.2083], [0.3425, 4.5865, -0.5948], [1.3607, -1.3645, 3.2103], [-4.6689, 2.2423, -1.6234], [4.4948, -2.0638, -0.3859], [3.4982, 1.9701, -0.1200], [-2.7708, -4.4379, -3.6423], [0.2476, 3.1974, 0.0910], [2.0519, -1.2777, 4.0249], [1.5570, -1.9349, 5.3212], [2.2522, -1.9775, -0.7263], [-1.7949, -3.3865, 4.7873], [3.1241, -3.5343, 0.7096], [-3.9063, -5.7752, -5.9947], [2.5438, 2.8130, -5.0819], [-4.7266, -2.8364, -4.8060], [0.1426, -3.0524, -1.1484], [-4.3544, -1.8712, -0.6338], [-1.6586, -3.6824, 3.5015], [3.1142, -2.1398, 3.6850], [-6.1088, 2.4721, -3.3092], [1.4841, -1.2062, 6.1137], [3.0533, 2.8482, 0.3215], [-3.9368, 1.7104, -2.7522], [1.8086, 3.2830, -3.3306], [1.6965, 6.9087, 0.0303], [2.4020, -0.0303, 4.1868], [2.2566, 2.5954, 3.5340], [-5.0011, 1.8589, -3.8717], [0.9465, 3.1839, 1.2794], [-1.2122, -2.5794, 0.1781], [-5.6701, -0.1456, 0.2442], [-4.6546, 2.4889, -4.6523], [-4.0317, -3.3069, -6.2505], [2.4736, 5.6183, -3.4038], [-2.3094, -3.0127, 2.9378], [-5.8966, -0.3194, -1.1288], [-3.0916, 2.3349, -2.9936], [0.6316, 3.7048, 3.9935]], "atomic_forces_ev_per_a": [[0.13, 0.77, 0.58], [0.31, 0.08, -0.52], [0.20, -0.11, 0.30], [-0.16, 0.19, 0.07], [-3.21, -0.73, -0.79], [0.53, -1.51, -0.34], [0.18, -0.38, 0.99], [-0.18, -0.22, -0.24], [-0.08, 0.48, 1.16], [1.19, 0.89, -0.62], [0.60, 0.16, -0.44], [0.79, -0.56, 0.04], [0.89, -0.08, -0.03], [0.46, 0.54, -0.45], [-1.55, -1.27, -0.15], [0.25, -0.77, -2.04], [-1.03, -0.12, -0.15], [-0.32, 1.46, 0.11], [-0.93, 0.56, -0.71], [0.14, 0.27, -0.48], [-0.13, 0.55, 2.16], [0.08, -0.07, 0.48], [0.03, -0.06, 0.42], [-2.55, -1.14, 0.07], [0.30, -0.31, 1.33], [0.41, -0.96, 0.18], [0.24, 0.05, 1.17], [0.45, 0.42, 0.90], [-0.38, 1.51, 0.41], [0.49, 1.17, -0.03], [-1.17, -0.81, -1.84], [0.53, -0.40, -0.16], [0.31, -0.46, 0.88], [0.09, -0.48, 0.14], [0.68, 1.36, 0.60], [0.60, -0.74, -1.12], [-0.07, 0.53, 0.25], [-0.32, 1.03, -0.67], [1.00, 1.31, -0.36], [0.69, -0.71, 0.52], [0.59, -0.33, 0.85], [-1.95, 0.55, 1.18], [2.96, 1.23, 0.44], [-0.23, 0.83, 0.23], [-0.57, -1.01, -0.22], [0.89, -0.84, -0.43], [0.28, -1.44, -0.59], [0.08, -0.44, -0.38], [1.03, 0.54, -1.40], [-1.64, -0.33, 0.35], [1.43, -2.18, 0.04], [-1.25, -0.26, 0.83], [-0.94, -1.55, 0.52], [-0.58, -0.17, -1.18], [-0.06, 0.49, -1.34], [0.24, 0.12, -0.63], [-0.17, 0.03, 0.42], [0.29, -0.01, -1.07], [-0.63, 0.02, -0.04], [-0.09, -0.05, 0.06], [-0.52, 0.55, 1.71], [0.13, 0.15, 0.15], [0.74, -1.93, 0.66], [-2.99, -0.46, -2.60], [-0.90, -0.65, 1.23], [1.67, 0.62, -0.09], [-0.66, -0.88, -1.23], [0.06, -0.06, 0.32], [-0.75, -0.25, 0.07], [0.27, -0.30, 0.88], [0.24, -1.03, -1.68], [0.00, 0.55, -0.16], [0.24, 1.04, -0.30], [0.66, -0.50, -0.58], [0.39, 0.17, -0.15], [-0.77, -0.04, 1.93], [-0.60, 0.26, -0.43], [0.03, 0.52, 0.63], [-0.73, 0.05, 0.60], [0.00, 1.27, -1.19], [3.64, -0.16, 2.58], [-1.25, 1.10, -0.90], [-0.85, -3.15, 0.17], [-0.53, 0.87, -0.25], [2.18, -0.69, 1.29], [0.32, 0.77, 2.11], [1.99, 2.04, -0.75], [-0.66, -0.19, 0.56], [0.40, -0.40, -0.22], [-0.53, -0.28, 0.52], [0.71, 0.10, -0.69], [-0.46, 0.48, -0.22], [-1.12, -1.47, -1.72], [0.54, 0.29, -0.60], [0.82, -0.02, 0.03], [-0.31, 0.25, 0.17], [-0.69, 0.23, -0.40], [-2.21, 1.47, -0.45], [-0.27, -0.18, 0.67], [0.06, -0.04, -0.15], [1.25, 1.88, 0.25], [-0.68, 0.28, -0.22], [-0.02, -0.87, 0.79], [0.26, 0.51, -0.13], [-0.08, 1.13, 0.23], [1.11, -0.35, 0.59], [0.24, 0.06, -1.25], [0.40, -0.52, -1.34], [0.48, -0.61, -0.17], [0.92, 0.34, -0.13], [-0.58, 0.04, -0.16], [0.40, 0.09, 0.34], [-1.16, 1.31, 0.42]], "mulliken_charge": [0.24, -0.25, -0.05, 0.36, 0.38, -0.18, 0.25, -0.23, 0.93, 0.28, -0.15, -0.46, -0.18, 0.29, 0.37, 0.63, 0.32, 0.04, -0.50, 0.34, -0.51, 0.36, 0.68, -0.56, -0.29, -0.24, 0.35, 0.25, -0.31, 0.22, -0.60, 0.02, 0.26, 0.39, 0.37, -0.08, 0.35, -0.30, 0.51, -0.30, 0.09, -0.68, 0.59, 0.33, 0.35, -0.52, 0.28, 0.35, -0.83, -0.40, -0.62, 0.41, -0.39, 0.41, -0.16, -0.40, 0.55, -0.80, 0.33, -0.28, -0.26, 0.26, 0.05, -0.68, -0.43, 0.23, 0.05, 0.24, -0.36, -0.34, -0.45, -0.22, 0.50, 0.34, 0.23, -1.26, -0.20, -0.32, -0.30, 0.31, 0.65, 0.29, 0.87, -0.17, -0.45, -0.39, -0.21, -0.30, -0.33, 0.10, 0.19, -0.19, 0.81, -0.18, -0.37, 0.41, 0.19, 0.19, 0.00, 0.32, -0.32, 0.26, 0.32, -0.08, -0.46, -0.36, 0.30, 0.32, 0.07, -0.05, -0.31, 0.30, -0.41]}